Density functional theory data (the ωB97M-V functional and the def2-TZVPD basis) for an isolated ion of composition CHO5S and charge -1 in a non-equilibrium geometry.

Computed properties:
- Energy above the lowest of the compared OMol25 structures with the same formula, charge and spin: 7.5 kcal per mole
- Energy: -22128.15725 eV
- Net charge: -1
- Gap between HOMO and LUMO: 9.1 eV

Atoms and positions in Å:
O 1.62 1.15 -1.34
O -1.18 -0.44 1.29
S -0.29 -1.48 0.34
O -0.07 1.49 0.07
H -0.87 0.44 1.02
C 0.82 0.86 -0.49
O -1.04 -1.50 -0.89
O 1.01 -0.53 0.00